No. 1
Density functional theory data (ωB97M-V/def2-TZVPD) for a 4-piece molecular cluster, C35H72N4O5PS overall in a non-equilibrium geometry.

Last column: Mulliken charge in e.
Element x y z (Å)
1 C -5.14 -3.59 1.65  -0.8378
2 C -5.75 -3.40 0.18  -0.4279
3 C -4.71 -3.58 -1.01  -0.6657
4 C -3.32 -2.76 -0.79  -0.3529
5 N -2.68 -2.36 -2.06  -0.3464
6 C -1.26 -1.90 -1.87  -0.2960
7 O -1.12 -1.44 -0.49  -0.2768
8 C 0.11 -0.81 -0.26  0.4442
9 O 0.65 0.04 -0.99  -0.5395
10 S 0.98 -1.27 1.34  -0.1935
11 P -0.14 -3.35 -2.35  0.2458
12 C 0.69 -4.16 -0.86  -0.8250
13 C 1.13 -2.88 -3.66  -0.9363
14 H -4.02 -3.42 1.73  0.2080
15 H -5.33 -4.67 1.99  0.2875
16 H -5.63 -2.86 2.38  0.2334
17 H -6.27 -2.38 0.08  0.2902
18 H -6.54 -4.22 0.05  0.3155
19 H -4.46 -4.69 -1.14  0.2664
20 H -5.14 -3.18 -1.99  0.3141
21 H -2.67 -3.46 -0.15  0.2056
22 H -3.64 -1.83 -0.17  0.2322
23 H -3.20 -1.56 -2.46  0.3317
24 H -1.10 -1.05 -2.63  0.3546
25 H 0.18 -0.64 2.30  0.1694
26 H 0.16 -3.96 0.12  0.3653
27 H 1.79 -3.82 -0.84  0.3019
28 H 0.74 -5.28 -1.09  0.0902
29 H 0.92 -3.39 -4.66  0.2741
30 H 1.14 -1.75 -3.81  0.3464
31 H 2.17 -3.26 -3.35  0.2697
32 C 0.12 -10.24 -4.39  -1.5386
33 C 0.56 -8.83 -4.86  1.5687
34 C 1.59 -8.91 -6.00  -1.2103
35 C 3.00 -9.26 -5.54  -0.5047
36 C 3.45 -8.31 -4.43  -1.2435
37 C 2.46 -8.28 -3.25  1.8354
38 N 1.05 -8.05 -3.68  0.2944
39 O 0.93 -6.74 -3.99  -0.4115
40 C 2.60 -9.61 -2.46  -1.9752
41 C 2.95 -7.21 -2.23  -1.6859
42 C -0.75 -8.26 -5.48  -1.8773
43 H 0.85 -10.77 -3.79  0.2872
44 H -0.80 -10.18 -3.80  0.3851
45 H -0.09 -10.88 -5.26  0.3796
46 H 1.64 -7.95 -6.52  0.3662
47 H 1.27 -9.65 -6.74  0.4039
48 H 3.05 -10.30 -5.21  0.2994
49 H 3.69 -9.17 -6.39  0.3850
50 H 4.44 -8.61 -4.09  0.3564
51 H 3.56 -7.31 -4.85  0.3402
52 H 1.78 -9.72 -1.74  0.3973
53 H 3.53 -9.63 -1.89  0.4545
54 H 2.63 -10.49 -3.10  0.4150
55 H 3.04 -6.22 -2.67  0.2490
56 H 3.94 -7.47 -1.85  0.4584
57 H 2.27 -7.15 -1.38  0.4119
58 H -1.52 -8.11 -4.72  0.4687
59 H -1.15 -8.94 -6.23  0.4071
60 H -0.58 -7.30 -5.98  0.3516
61 C 4.36 5.34 0.57  -1.6442
62 C 3.28 5.90 -0.39  1.6246
63 C 2.08 6.47 0.39  -1.6939
64 C 1.12 5.41 0.93  0.4649
65 C 0.68 4.47 -0.19  -1.3847
66 C 1.88 3.84 -0.93  1.9933
67 N 2.89 4.85 -1.38  0.3279
68 O 2.38 5.48 -2.46  -0.5516
69 C 2.52 2.78 -0.01  -1.5608
70 C 1.33 2.99 -2.11  -1.7072
71 C 4.00 7.12 -1.04  -1.7530
72 H 4.11 4.39 1.02  0.3267
73 H 5.31 5.20 0.04  0.3893
74 H 4.53 6.03 1.39  0.3716
75 H 1.50 7.14 -0.25  0.3782
76 H 2.43 7.09 1.23  0.4493
77 H 1.59 4.86 1.74  0.2304
78 H 0.24 5.90 1.36  -0.2005
79 H 0.04 3.69 0.23  0.3936
80 H 0.06 5.04 -0.90  0.3837
81 H 3.49 2.45 -0.40  0.4360
82 H 1.89 1.89 0.07  0.0901
83 H 2.65 3.12 1.02  0.2805
84 H 0.73 3.58 -2.81  0.3753
85 H 0.68 2.19 -1.76  0.3572
86 H 2.15 2.53 -2.67  0.4633
87 H 4.84 6.80 -1.66  0.4542
88 H 4.40 7.78 -0.27  0.3927
89 H 3.33 7.72 -1.65  0.3603
90 C -3.42 8.45 4.97  -1.5921
91 C -2.79 7.66 6.14  1.5208
92 C -1.36 8.17 6.45  -1.2439
93 C -0.30 7.68 5.48  -0.5100
94 C -0.35 6.16 5.35  -1.1698
95 C -1.75 5.65 4.96  1.8100
96 N -2.83 6.20 5.84  0.3546
97 O -2.77 5.54 7.01  -0.5462
98 C -2.00 5.99 3.47  -1.8125
99 C -1.72 4.10 4.97  -1.7366
100 C -3.68 8.07 7.34  -1.7322
101 H -3.03 8.20 3.98  0.3299
102 H -4.50 8.29 4.93  0.3852
103 H -3.24 9.53 5.09  0.3844
104 H -1.07 7.85 7.46  0.3632
105 H -1.35 9.27 6.47  0.4033
106 H -0.42 8.16 4.50  0.2984
107 H 0.69 7.98 5.84  0.4014
108 H 0.39 5.84 4.61  0.2562
109 H -0.04 5.72 6.31  0.3964
110 H -3.05 5.84 3.21  0.4218
111 H -1.40 5.36 2.81  0.2444
112 H -1.71 7.01 3.21  0.3966
113 H -1.43 3.68 5.94  0.3918
114 H -1.00 3.72 4.24  0.3816
115 H -2.70 3.69 4.70  0.4307
116 H -4.70 7.70 7.22  0.4533
117 H -3.73 9.16 7.42  0.3954
118 H -3.29 7.71 8.29  0.3599

Properties
**Spin multiplicity**: 4
**Kohn-Sham gap (spin up / spin down)**: 7.5767 / 7.3329 eV
**Strongest force on any atom**: 4.15 eV/Å
**E_tot**: -73775.88582 eV

=====

No. 2
Density functional theory data (ωB97M-V/def2-TZVPD) for a 7-piece molecular cluster, C35H73N2O19P2S6 overall in a non-equilibrium geometry.

Last column: Mulliken charge in e.
Element x y z (Å)
1 C 4.80 -1.69 1.44  -1.1046
2 C 5.82 -1.07 0.48  -0.9351
3 C 5.26 0.16 -0.24  1.0588
4 C 4.63 -0.21 -1.61  0.5582
5 C 3.25 0.36 -1.89  -0.5975
6 C 2.27 0.24 -0.73  0.0747
7 C 0.85 0.64 -1.18  -0.7573
8 O 0.15 -0.52 -1.61  -0.3684
9 C -0.77 -1.10 -0.66  0.4540
10 P -0.80 -2.90 -0.87  0.6723
11 O -1.50 -3.50 0.28  -0.7857
12 O 0.68 -3.39 -1.09  -0.3312
13 O -1.56 -3.21 -2.23  -0.5673
14 C -0.47 -0.81 0.80  -1.1727
15 O 0.55 -1.56 1.37  -0.2955
16 N 0.03 -2.25 2.60  0.2882
17 O 0.82 -2.22 3.42  -0.2675
18 N -0.15 0.65 1.06  0.4330
19 C 0.08 1.48 -0.17  0.2057
20 C 0.90 2.71 0.25  -1.7911
21 P -1.51 2.20 -0.80  0.6318
22 O -2.06 3.16 0.18  -0.7118
23 H 5.24 -2.50 2.01  0.4847
24 H 3.96 -2.11 0.88  0.0743
25 H 4.40 -0.92 2.10  0.3009
26 H 6.70 -0.79 1.06  0.4372
27 H 6.16 -1.81 -0.24  0.3424
28 H 4.58 0.73 0.40  0.7073
29 H 6.10 0.82 -0.45  -1.1796
30 H 4.65 -1.29 -1.76  0.6689
31 H 5.31 0.20 -2.36  -0.9592
32 H 2.81 -0.23 -2.71  -0.2531
33 H 3.29 1.39 -2.26  0.2183
34 H 2.20 -0.81 -0.42  -0.1816
35 H 2.60 0.79 0.15  0.2220
36 H 0.97 1.27 -2.07  1.0314
37 H -1.80 -0.81 -0.91  0.1707
38 H 0.67 -4.34 -1.30  0.3400
39 H -2.30 -2.61 -2.35  0.3770
40 H -1.38 -1.05 1.35  0.7769
41 H 0.72 0.66 1.61  0.5842
42 H -0.86 1.08 1.66  0.6076
43 H 1.61 2.47 1.03  0.4491
44 H 1.46 3.11 -0.59  0.3760
45 H 0.25 3.50 0.62  0.5925
46 H -1.12 2.76 -2.03  0.1533
47 H -2.42 1.17 -1.07  0.0171
48 C 9.90 1.14 -5.02  -0.5426
49 C 10.11 0.21 -3.81  -0.8066
50 C 8.77 0.12 -3.07  -0.1137
51 S 7.49 0.39 -4.31  1.1609
52 O 6.80 1.62 -4.01  -0.6288
53 O 6.75 -0.83 -4.52  -0.6734
54 C 8.61 0.68 -5.68  -0.8007
55 H 10.74 1.09 -5.71  0.3854
56 H 9.80 2.17 -4.68  0.2613
57 H 10.40 -0.78 -4.16  0.3137
58 H 10.89 0.57 -3.15  0.3505
59 H 8.61 -0.85 -2.61  0.4018
60 H 8.66 0.90 -2.32  -0.0280
61 H 8.17 1.42 -6.34  0.4190
62 H 8.74 -0.27 -6.20  0.3520
63 C 8.85 5.36 -0.01  -0.5435
64 C 7.86 5.84 -1.08  -0.6656
65 C 7.10 4.61 -1.59  -0.5336
66 S 7.08 3.44 -0.23  1.2437
67 O 7.86 2.28 -0.61  -0.6840
68 O 5.74 3.31 0.29  -0.7544
69 C 8.06 4.42 0.90  -0.8718
70 H 9.28 6.18 0.55  0.3719
71 H 9.67 4.81 -0.48  0.2887
72 H 7.16 6.55 -0.63  0.2887
73 H 8.37 6.35 -1.89  0.3436
74 H 6.07 4.84 -1.86  0.4109
75 H 7.61 4.13 -2.42  0.2263
76 H 8.68 3.76 1.50  0.4031
77 H 7.37 4.97 1.54  0.3856
78 C 3.05 -2.18 -6.32  -0.8415
79 C 1.63 -2.08 -5.74  -0.6248
80 C 1.48 -3.20 -4.71  0.0292
81 S 3.13 -3.53 -4.08  1.0585
82 O 3.52 -4.86 -4.46  -0.7376
83 O 3.21 -3.10 -2.70  -0.4892
84 C 3.98 -2.35 -5.12  -0.2105
85 H 3.31 -1.29 -6.90  0.3713
86 H 3.12 -3.05 -6.98  0.3609
87 H 1.51 -1.11 -5.25  0.1337
88 H 0.87 -2.15 -6.52  0.4477
89 H 0.84 -2.92 -3.88  -0.3736
90 H 1.12 -4.12 -5.17  0.4986
91 H 4.96 -2.74 -5.38  0.4947
92 H 4.09 -1.43 -4.56  -0.0588
93 C -5.77 -2.68 1.89  -0.4741
94 C -6.38 -2.86 0.50  -0.7104
95 C -6.13 -1.56 -0.28  -0.7486
96 S -4.64 -0.85 0.40  1.1682
97 O -4.94 0.41 1.03  -0.7563
98 O -3.56 -0.93 -0.58  -0.6488
99 C -4.37 -2.09 1.66  -0.5747
100 H -5.71 -3.62 2.43  0.4301
101 H -6.37 -1.99 2.47  0.1367
102 H -5.89 -3.69 -0.01  0.4113
103 H -7.44 -3.08 0.55  0.3100
104 H -5.99 -1.74 -1.35  0.4095
105 H -6.93 -0.84 -0.14  0.3103
106 H -3.94 -1.63 2.54  0.5947
107 H -3.68 -2.84 1.25  0.2199
108 C -11.41 -0.66 3.67  0.1275
109 C -11.45 0.02 2.29  -0.9280
110 C -10.10 -0.24 1.62  -0.7187
111 S -9.50 -1.80 2.29  1.2209
112 O -8.30 -1.54 3.05  -0.6633
113 O -9.53 -2.81 1.26  -0.8054
114 C -10.86 -2.06 3.43  -0.9741
115 H -12.40 -0.70 4.13  0.4594
116 H -10.75 -0.12 4.34  -0.3490
117 H -12.26 -0.41 1.69  0.3554
118 H -11.64 1.09 2.38  0.3675
119 H -10.19 -0.34 0.54  0.4572
120 H -9.37 0.53 1.86  0.4187
121 H -10.48 -2.54 4.33  0.4484
122 H -11.58 -2.70 2.93  0.3674
123 C -7.23 1.54 6.42  -0.8234
124 C -7.30 1.15 7.91  -0.6788
125 C -8.75 1.35 8.37  -0.6728
126 S -9.77 1.13 6.91  1.2336
127 O -10.41 2.38 6.59  -0.6737
128 O -10.53 -0.09 7.03  -0.6641
129 C -8.42 0.87 5.76  -0.4193
130 H -6.29 1.24 5.96  0.3462
131 H -7.31 2.63 6.33  0.3602
132 H -7.02 0.10 8.01  0.2925
133 H -6.61 1.73 8.51  0.3603
134 H -9.05 0.62 9.12  0.3648
135 H -8.92 2.36 8.74  0.3682
136 H -8.68 1.31 4.79  0.3794
137 H -8.27 -0.20 5.66  0.2968

Properties
**Kohn-Sham gap**: 8.6137 eV
**Strongest force on any atom**: 1.70 eV/Å
**E_tot**: -162943.02929 eV
**Total charge**: +1